This record from the Open Molecules 2025 dataset describes a cluster of 2 separate species, C34H37ClN2O3 in total in a non-equilibrium geometry. The level of theory is ωB97M-V with the def2-TZVPD basis set.

XYZ file:
```
77
Properties=species:S:1:pos:R:3:lowdin_charge:R:1
C -2.43369 1.23844 -3.95623 -0.086
C -0.95889 1.53781 -3.96666 -0.260
O -0.23340 0.39478 -3.47032 -0.059
C 1.09886 0.68575 -3.30281 -0.525
C 1.94409 -0.48254 -3.22706 -0.042
C 3.33204 -0.41932 -3.39769 -0.254
C 4.03389 0.83318 -3.37562 -0.086
C 5.41895 0.88815 -3.44525 -0.728
Cl 6.19491 2.41152 -3.31620 0.652
C 6.18014 -0.27967 -3.60421 -0.169
C 5.51811 -1.51661 -3.64255 -0.130
C 4.13902 -1.59712 -3.54099 -0.068
O 1.45383 1.87227 -3.21915 -0.021
H -2.94882 2.02870 -4.50862 0.075
H -2.66143 0.27791 -4.42843 0.076
H -2.82186 1.23654 -2.93106 0.058
H -0.61275 1.75068 -4.98725 0.127
H -0.74420 2.41281 -3.34349 0.110
H 1.43952 -1.44066 -3.22829 0.083
H 3.45791 1.74395 -3.26553 0.084
H 7.26040 -0.19502 -3.67289 0.083
H 6.11204 -2.42567 -3.74414 0.094
H 3.63008 -2.56533 -3.56471 0.099
C -3.46306 2.61594 2.67432 0.011
N -2.90913 1.31756 2.94798 -0.017
C -3.60746 0.37974 3.65695 -0.390
O -4.72259 0.51197 4.15951 0.072
C -2.75992 -0.88616 3.67242 -0.158
C -3.47971 -2.05300 2.99890 -0.076
C -3.81502 -1.71479 1.56604 -0.231
C -5.00041 -1.03237 1.26939 -0.038
C -5.30469 -0.68928 -0.04698 -0.070
C -4.42980 -1.03269 -1.08396 -0.082
C -3.25289 -1.73046 -0.79135 -0.071
C -2.96710 -2.10517 0.52486 -0.053
N -1.55770 -0.48051 2.96539 0.049
C -0.51490 -1.30455 2.78317 -0.005
C 0.61721 -0.95168 2.04988 -0.059
C 1.68618 -1.82815 1.93082 0.030
C 2.92144 -1.56720 1.26680 -0.214
C 4.00884 -2.48161 1.37185 -0.021
C 5.21672 -2.22735 0.73807 -0.060
C 5.39284 -1.04083 0.00593 -0.025
C 4.34080 -0.12605 -0.09618 -0.039
C 3.10605 -0.39326 0.48761 0.014
C -1.61663 0.89887 2.44242 -0.335
C -1.57853 0.99242 0.89070 -0.090
C -0.81980 2.27681 0.56482 -0.152
C -0.18073 2.81154 1.86726 -0.164
C -0.49904 1.83645 2.99509 -0.086
H -4.43659 2.68030 3.16898 0.103
H -2.80152 3.39957 3.06155 0.097
H -3.59671 2.76934 1.59552 0.102
H -2.51877 -1.12831 4.72257 0.174
H -2.85038 -2.94887 3.05701 0.118
H -4.40402 -2.22397 3.56628 0.136
H -5.68086 -0.77236 2.08690 0.119
H -6.23374 -0.15738 -0.25778 0.108
H -4.67244 -0.77196 -2.11681 0.106
H -2.55681 -1.99883 -1.58812 0.115
H -2.07691 -2.69946 0.75544 0.114
H -0.58427 -2.28510 3.27443 0.156
H 0.64115 0.03032 1.57091 0.096
H 1.60699 -2.76165 2.49110 0.126
H 3.86617 -3.38615 1.97072 0.115
H 6.03650 -2.94444 0.81120 0.110
H 6.34386 -0.83476 -0.48540 0.117
H 4.47168 0.80883 -0.64156 0.114
H 2.27462 0.30152 0.34678 0.111
H -1.08626 0.10762 0.47208 0.108
H -2.60875 0.98849 0.50601 0.118
H -0.05363 2.09750 -0.20449 0.114
H -1.51201 3.02371 0.14937 0.112
H 0.90382 2.93367 1.74099 0.114
H -0.58788 3.80556 2.09955 0.107
H -0.87059 2.33529 3.89951 0.125
H 0.37763 1.24476 3.27473 0.109
```

Results
Net charge = 0
Kohn-Sham gap = 2.77 eV
Lowest unoccupied orbital energy = -2.40 eV
Spin multiplicity = 1
F_max = 1.978 eV/Å
Molar mass = 557.13 g/mol
HOMO level = -5.18 eV

---

This record from the Open Molecules 2025 dataset describes a cluster of 2 separate species, C6H14N2O2 in total in a non-equilibrium geometry. The level of theory is ωB97M-V with the def2-TZVPD basis set.

XYZ file:
```
24
Properties=species:S:1:pos:R:3:nbo_charge:R:1
C -0.02303 1.47310 2.19542 -0.736
C 2.43604 1.38419 -0.55124 -0.425
C 1.30163 1.17948 1.54753 0.678
O 2.24665 0.72159 2.07046 -0.593
N 1.35567 1.71910 0.31558 -0.638
H -0.07517 2.36720 2.64795 0.237
H 0.67456 2.39461 -0.08493 0.397
H 2.92951 0.45770 -0.07316 0.233
H -0.87757 1.02644 1.79318 0.227
H 0.08773 0.86908 3.19732 0.237
H 2.10660 1.19579 -1.53583 0.191
H 3.16174 2.18394 -0.52184 0.193
C -2.76185 -0.70437 0.07935 -0.442
C 0.22342 -2.05199 -1.83360 -0.721
C -1.01876 -2.14579 -1.21584 0.679
O -1.77258 -3.03800 -1.14841 -0.568
N -1.44069 -0.86544 -0.61761 -0.673
H -0.89690 -0.05161 -0.59903 0.377
H -3.53329 -0.44318 -0.57028 0.186
H 0.54450 -0.96657 -2.00360 0.218
H 0.10931 -2.43691 -2.85469 0.249
H -3.06206 -1.84187 0.29990 0.233
H -2.85647 0.02103 0.89175 0.201
H 1.14100 -2.44754 -1.42837 0.260
```

Results
Net charge = 0
Kohn-Sham gap = 9.97 eV
SMILES string = CNC(C)=O.CNC(C)=O
Lowest unoccupied orbital energy = 0.57 eV
Spin multiplicity = 1
F_max = 6.924 eV/Å
Molar mass = 146.19 g/mol
HOMO level = -9.39 eV